Density functional theory data (ωB97M-V with the def2-TZVPD basis set) for a cluster of 3 separate species, C2H10N2O2 in total at a distorted geometry.

Each atom is followed by the atoms it is bonded to, with distances in Å.
Geometry (Å):
1 N -0.65370 0.69326 1.72643  C2 1.401, H5 1.006, H6 1.009
2 C 0.39649 0.75594 0.80068  N1 1.401, C3 1.333, H7 1.083
3 C 1.44042 -0.07233 0.77836  C2 1.333, N4 1.431, H8 1.071
4 N 2.19837 -0.24955 -0.42232  C3 1.431, H9 1.014, H10 1.014
5 H -0.40138 0.42170 2.66211  N1 1.006
6 H -1.49377 0.24424 1.39291  N1 1.009
7 H 0.15054 1.24605 -0.13299  C2 1.083
8 H 1.43271 -0.92803 1.42234  C3 1.071
9 H 3.02747 -0.80430 -0.24132  N4 1.014
10 H 2.57134 0.60543 -0.82034  N4 1.014
11 O -2.58191 0.13057 -0.36652  H12 0.958, H13 0.968
12 H -2.30873 1.04232 -0.47202  O11 0.958
13 H -1.91614 -0.47490 -0.72193  O11 0.968
14 O -0.32375 -0.89012 -1.90336  H15 0.979, H16 0.964
15 H 0.60106 -0.75343 -1.61251  O14 0.979
16 H -0.37014 -1.82629 -2.12690  O14 0.964

Highest occupied orbital energy ... -7.798 eV
SMILES ... N/C=C/N.O.O
Net charge ... 0